Record 1
{
  "formula": "F30InNO3P5",
  "method": "ωB97M-V with the def2-TZVPD basis set",
  "species": ["In", "N", "O", "O", "O", "P", "F", "F", "F", "F", "F", "F", "P", "F", "F", "F", "F", "F", "F", "P", "F", "F", "F", "F", "F", "F", "P", "F", "F", "F", "F", "F", "F", "P", "F", "F", "F", "F", "F", "F"],
  "positions_angstrom": [[-0.026250, -0.158545, -0.141545], [-1.253408, -3.403376, -0.949127], [-0.185440, -3.420235, -0.346666], [-1.884267, -4.416033, -1.201058], [-1.720569, -2.251933, -1.220226], [-3.624773, 0.312667, 1.336616], [-4.761913, -0.568524, 0.536752], [-4.045114, -0.338432, 2.740623], [-2.579766, -0.919549, 0.944298], [-2.379401, 1.052160, 2.026563], [-3.109803, 0.949729, -0.073895], [-4.717365, 1.470951, 1.520538], [0.489310, 3.427697, 0.540176], [0.566369, 2.142996, 1.524623], [1.298588, 2.504063, -0.561053], [-0.886498, 2.719498, -0.057448], [0.433319, 4.619086, -0.527399], [-0.373351, 4.317769, 1.625433], [1.833264, 4.102777, 1.129120], [3.396256, -1.318255, -0.862379], [4.197246, -0.440289, -1.966052], [4.736441, -1.238814, 0.073813], [2.868253, 0.027125, -0.162265], [2.654582, -2.240929, 0.228777], [2.047163, -1.273104, -1.868484], [3.861318, -2.687747, -1.591211], [-0.419315, 0.872179, -3.724395], [-1.492224, 1.225374, -2.503493], [-0.102309, 2.426207, -3.979671], [0.844333, 0.966343, -2.666755], [0.475810, 0.336073, -4.923037], [-0.518431, -0.705564, -3.224303], [-1.729840, 0.782641, -4.699038], [0.868994, -1.260155, 3.365576], [1.598796, -0.248089, 2.273884], [-0.421929, -0.296314, 3.049351], [0.448933, -2.197620, 2.075652], [0.047882, -2.346200, 4.283974], [2.245328, -2.121556, 3.322575], [1.319784, -0.404074, 4.651156]],
  "forces_ev_per_a": [[-0.28, -0.22, -0.36], [1.89, -0.69, 1.97], [-0.12, -0.15, -0.47], [-0.65, 0.52, -0.72], [0.02, 1.53, -0.25], [0.20, -0.65, -1.73], [0.20, 0.25, 0.46], [0.15, -0.25, -0.21], [0.74, -0.56, 0.72], [-0.64, 0.52, 0.47], [-0.55, 0.42, -0.22], [0.52, 0.46, 0.31], [-0.63, 0.44, -0.44], [0.22, -0.15, 0.60], [0.26, 0.10, 0.43], [0.23, 0.46, 0.15], [-0.58, -0.03, -0.24], [0.26, -0.98, -0.72], [0.13, -0.93, 0.10], [1.27, -0.77, -0.69], [-0.32, -0.15, -0.03], [-0.45, -0.47, -0.24], [-1.20, 0.46, 0.28], [-0.42, 0.73, -0.24], [-0.04, -0.10, 1.35], [0.28, 0.32, -0.09], [-0.85, -0.93, 1.55], [1.02, 0.02, -0.09], [-0.86, -0.32, -0.93], [-0.15, -0.40, 0.53], [0.64, 0.69, -0.35], [-0.65, 0.36, -0.24], [0.76, 0.25, 0.26], [-0.12, -0.75, -1.89], [0.41, 0.36, -0.18], [0.00, -1.01, 1.19], [-0.89, 0.50, -0.74], [0.69, 1.23, -0.11], [-0.25, 0.27, 1.48], [-0.21, -0.38, -0.66]],
  "mulliken_charge": [2.435, 1.199, -0.519, -0.648, -0.380, 1.195, -0.418, -0.399, -0.412, -0.281, -0.371, -0.382, 1.261, -0.367, -0.351, -0.349, -0.410, -0.409, -0.401, 1.373, -0.400, -0.415, -0.423, -0.319, -0.408, -0.423, 1.253, -0.338, -0.405, -0.365, -0.402, -0.340, -0.401, 1.158, -0.347, -0.244, -0.348, -0.408, -0.412, -0.381],
  "fmax_ev_per_a": 2.81,
  "multiplicity": 1,
  "e_lumo_ev": 1.2,
  "e_homo_ev": -3.3,
  "molar_mass_g_mol": 901.6,
  "total_charge": -3,
  "gap_ev": 4.485,
  "relative_energy_kj_mol": 0.00
}

---

Record 2
{
  "formula": "F30K2P5",
  "method": "ωB97M-V with the def2-TZVPD basis set",
  "species": ["K", "K", "P", "F", "F", "F", "F", "F", "F", "P", "F", "F", "F", "F", "F", "F", "P", "F", "F", "F", "F", "F", "F", "P", "F", "F", "F", "F", "F", "F", "P", "F", "F", "F", "F", "F", "F"],
  "positions_angstrom": [[7.501742, -8.991036, 12.668000], [7.783054, -5.951566, 17.804550], [5.269645, -8.832065, 16.073049], [3.812391, -8.690955, 16.596376], [5.756214, -9.206330, 17.636286], [4.932769, -10.417919, 15.766973], [6.782424, -9.321682, 15.454798], [4.713462, -8.437477, 14.544344], [5.736957, -7.267120, 16.385729], [8.693372, -12.352528, 13.602935], [10.127752, -12.577272, 14.332540], [7.927097, -11.371032, 14.702508], [9.383367, -11.123277, 12.723498], [7.380563, -12.163604, 12.736300], [9.269960, -13.345709, 12.327270], [8.310227, -13.739789, 14.370100], [0.750540, -11.491229, 17.709481], [2.194935, -10.853453, 17.189831], [1.286552, -12.232656, 19.030763], [0.595494, -10.043001, 18.481496], [-0.713653, -11.910306, 18.110468], [0.189638, -10.804790, 16.269190], [0.988321, -12.784955, 16.743550], [0.556922, -8.052836, 13.603346], [2.113971, -8.110786, 13.608155], [0.340728, -9.636107, 14.032173], [0.662877, -7.408710, 15.049166], [-1.133468, -7.901110, 13.590327], [0.779520, -6.556994, 13.005763], [0.418925, -8.584688, 12.004984], [9.751180, -9.521169, 18.873536], [9.474827, -11.096339, 18.961328], [11.322362, -9.851217, 18.694015], [9.416638, -9.467223, 17.302782], [9.941434, -7.919219, 18.635674], [8.205627, -9.322558, 19.319716], [10.099105, -9.318409, 20.461662]],
  "forces_ev_per_a": [[-0.42, -0.91, 0.97], [-0.25, -1.34, -0.03], [-0.84, -5.20, 0.02], [-0.42, 1.62, 0.46], [0.32, 0.76, -1.70], [0.12, 0.92, 0.22], [-0.48, 2.71, 0.30], [1.81, 0.47, 0.96], [0.36, -0.08, -0.60], [1.34, -2.50, -0.09], [-0.24, 1.56, 0.15], [2.39, -1.15, -1.03], [-0.36, 1.06, 0.74], [-1.08, -0.33, -0.59], [-0.33, 0.53, 0.69], [-1.46, 1.04, -0.46], [1.81, 3.46, -4.50], [-0.09, -1.65, 1.42], [0.66, 0.08, -0.22], [-0.65, -0.82, 0.51], [-1.28, -0.51, 0.23], [-0.88, -0.12, 1.75], [0.10, -0.87, 1.40], [-2.08, -1.45, -1.24], [1.85, -1.72, -0.55], [0.63, 2.17, -0.03], [-1.16, -0.49, 1.10], [1.41, 0.46, 0.17], [-1.26, 1.12, -0.76], [0.41, 0.40, 0.64], [-1.10, -1.28, 0.71], [0.38, -0.07, 0.13], [0.14, 0.66, -0.89], [0.07, -1.09, -0.23], [0.51, 1.74, 0.90], [-0.11, 0.90, -0.66], [0.17, -0.07, 0.10]],
  "mulliken_charge": [0.996, 0.982, 1.375, -0.336, -0.388, -0.345, -0.490, -0.436, -0.417, 1.153, -0.353, -0.252, -0.415, -0.324, -0.429, -0.337, 1.212, -0.330, -0.370, -0.389, -0.374, -0.382, -0.376, 1.176, -0.257, -0.333, -0.323, -0.421, -0.398, -0.427, 1.215, -0.339, -0.367, -0.314, -0.428, -0.353, -0.405],
  "fmax_ev_per_a": 5.96,
  "multiplicity": 1,
  "e_lumo_ev": 3.4,
  "e_homo_ev": -2.6,
  "molar_mass_g_mol": 803.0,
  "total_charge": -3,
  "gap_ev": 6.000,
  "relative_energy_kj_mol": 320.73
}

---

Record 3
{
  "formula": "F3HN2",
  "method": "ωB97M-V with the def2-TZVPD basis set",
  "species": ["N", "N", "F", "F", "F", "H"],
  "positions_angstrom": [[-0.781467, -0.026355, 0.258070], [-1.114869, 0.824649, -0.565454], [-1.389500, -1.190539, 0.153476], [1.487997, -1.014897, 0.360082], [-0.365423, 1.888023, -0.248498], [2.163264, -0.480879, 0.042324]],
  "forces_ev_per_a": [[1.02, 2.39, 0.88], [-0.99, -2.83, 0.11], [-1.15, -0.55, -1.12], [0.16, -0.45, 0.07], [0.64, 1.23, 0.16], [0.32, 0.22, -0.11]],
  "mulliken_charge": [0.180, -0.015, -0.083, -0.384, -0.085, 0.387],
  "fmax_ev_per_a": 3.00,
  "multiplicity": 1,
  "e_lumo_ev": 0.5,
  "e_homo_ev": -11.8,
  "molar_mass_g_mol": 86.0,
  "gap_ev": 12.335,
  "relative_energy_kj_mol": 27.91
}

---

Record 4
{
  "formula": "F4Zn2",
  "method": "ωB97M-V with the def2-TZVPD basis set",
  "species": ["Zn", "Zn", "F", "F", "F", "F"],
  "positions_angstrom": [[-2.086157, -0.692065, 0.957705], [1.616233, -0.477285, -0.364325], [-2.038747, 1.039395, 1.907405], [-0.269637, -0.499725, 0.276525], [1.718533, 1.450765, -0.472485], [1.059773, -0.821085, -2.304825]],
  "forces_ev_per_a": [[1.26, 3.58, 1.33], [-1.66, 1.68, -1.04], [-0.58, -2.90, -1.32], [0.14, -1.09, 0.00], [0.20, -1.70, -0.26], [0.65, 0.45, 1.30]],
  "mulliken_charge": [1.070, 0.992, -0.494, -0.170, -0.242, -0.155],
  "fmax_ev_per_a": 4.02,
  "multiplicity": 2,
  "e_lumo_ev": [-7.7, -10.7],
  "e_homo_ev": [-16.2, -16.2],
  "molar_mass_g_mol": 206.8,
  "total_charge": 1,
  "gap_ev": [8.549, 5.534]
}